(1)
Entry from the OMol25 dataset: a molecular structure, C2HDyFO (the ωB97M-V functional and the def2-TZVPD basis).

Properties
* spin multiplicity: 7
* LUMO energy (alpha / beta): -11.4 / -12.7 eV
* E_HOMO (alpha / beta): -0.6470 / -0.6449 hartree
* total charge: +2

XYZ file:
```
6
Properties=species:S:1:pos:R:3:forces:R:3
H -1.44440 -1.42824 1.23470 -1.773 -0.189 -1.314
C -0.60021 -0.12214 0.35086 -1.204 1.107 -1.810
C -1.79375 -0.72687 0.35120 1.736 0.089 3.285
O 0.41931 0.32844 -0.04316 1.877 -0.170 -0.896
F -2.90110 -0.00262 0.44564 0.186 -0.799 -0.285
Dy 2.20074 0.48907 -2.06003 -0.822 -0.038 1.020
```
Positions in Å, forces in eV/Å.

Want to see where the charge sits? The Mulliken charges in e are: 0.267 0.594 -0.066 -0.477 -0.119 1.800



(2)
Entry from the OMol25 dataset: 2 unconnected molecules or ions with the total composition C2HF2I2N (the ωB97M-V functional and the def2-TZVPD basis).

Properties
* spin multiplicity: 1
* LUMO energy: -1.3 eV
* SMILES string: N#CC(F)(F)I.I
* E_HOMO: -0.3762 hartree

XYZ file:
```
8
Properties=species:S:1:pos:R:3:forces:R:3
C 0.63221 0.41379 -0.36966 -1.068 -1.205 0.672
C -0.15011 -0.74512 -0.78720 1.244 -2.217 0.556
N 1.56553 1.04678 -0.23715 1.062 1.412 0.344
F -0.16857 -0.63060 -2.10439 -1.615 -0.110 -0.790
F -1.33444 -1.06800 -0.20017 1.491 0.961 -1.200
I -1.68511 1.54148 1.78814 1.801 0.717 1.033
I 1.28404 -2.56548 -0.56163 -1.002 1.001 0.248
H -0.14354 2.00714 2.47206 -1.913 -0.559 -0.861
```
Positions in Å, forces in eV/Å.

Want to see where the charge sits? The Mulliken charges in e are: 0.158 0.334 -0.274 -0.147 -0.160 -0.112 0.069 0.133



(3)
Entry from the OMol25 dataset: 2 unconnected molecules or ions with the total composition C2HF2IO (the ωB97M-V functional and the def2-TZVPD basis).

Properties
* spin multiplicity: 1
* LUMO energy (alpha / beta): -0.5 / 0.0 eV
* E_HOMO (alpha / beta): -0.3067 / -0.3122 hartree

XYZ file:
```
7
Properties=species:S:1:pos:R:3:forces:R:3
C -1.30025 -0.09796 0.84646 1.949 -0.405 -2.473
C 0.95903 0.04402 -0.40029 -1.594 0.306 1.614
O -2.14077 -0.37275 0.09104 -0.210 0.193 0.684
F 1.82927 -0.89141 -0.02668 -0.062 0.075 -0.253
F 1.42294 1.23159 0.02477 0.125 -0.245 -0.322
I 0.43523 0.02543 -2.44515 0.097 -0.056 -0.011
H -1.20545 0.06109 1.90984 -0.305 0.133 0.762
```
Positions in Å, forces in eV/Å.

Want to see where the charge sits? The Mulliken charges in e are: 0.122 0.127 -0.287 -0.184 -0.182 0.085 0.319



(4)
Entry from the OMol25 dataset: a single C2HF2NO2 molecule (the ωB97M-V functional and the def2-TZVPD basis).

Properties
* spin multiplicity: 1
* LUMO energy: 0.7 eV
* SMILES string: FC1=C(F)ONO1
* E_HOMO: -0.3206 hartree

XYZ file:
```
8
Properties=species:S:1:pos:R:3:forces:R:3
C -0.69535 0.63965 -0.12463 1.550 -1.014 0.180
C -0.82973 -0.67723 -0.16869 4.366 0.527 1.830
N 1.38468 -0.01183 0.60232 2.173 0.634 -1.380
O 0.56412 1.10090 0.28423 -2.385 0.448 0.098
O 0.58192 -1.15711 0.56420 -2.685 0.528 -2.144
F -1.54201 1.58384 -0.38857 -0.204 0.418 -0.271
F -1.64455 -1.59065 -0.55959 -0.206 -0.132 0.111
H 2.18092 0.11244 -0.20926 -2.609 -1.411 1.577
```
Positions in Å, forces in eV/Å.

Want to see where the charge sits? The Mulliken charges in e are: 0.300 0.486 -0.057 -0.280 -0.258 -0.228 -0.217 0.253



(5)
Entry from the OMol25 dataset: a gas-phase ion, C2HF2O3S (charge -1) (the ωB97M-V functional and the def2-TZVPD basis).

Properties
* spin multiplicity: 1
* LUMO energy: 4.0 eV
* E_HOMO: -0.1177 hartree
* total charge: -1

XYZ file:
```
9
Properties=species:S:1:pos:R:3:forces:R:3
C 1.45233 0.31342 0.57069 -4.631 3.397 -1.564
C 0.01257 0.62606 -0.29121 0.741 -3.803 0.506
O -1.85233 -0.98269 1.05843 -0.610 -0.372 -0.176
O 1.61041 0.78433 1.66580 0.271 -0.724 -0.134
O -1.08384 -2.04789 -1.03040 0.171 -0.529 -0.346
F 0.05540 0.73204 -1.66735 1.531 0.435 -0.368
F -0.65227 1.67951 0.11165 -0.290 1.872 1.126
S -1.65976 -0.86724 -0.39827 1.399 1.228 1.560
H 2.11748 -0.23754 -0.01933 1.417 -1.505 -0.602
```
Positions in Å, forces in eV/Å.

Want to see where the charge sits? The Mulliken charges in e are: 0.020 0.300 -0.573 -0.495 -0.558 -0.304 -0.253 0.499 0.364



(6)
Entry from the OMol25 dataset: a molecular structure, C2HF3I2 (the ωB97M-V functional and the def2-TZVPD basis).

Properties
* spin multiplicity: 1
* LUMO energy (alpha / beta): -0.6 / -0.6 eV
* E_HOMO (alpha / beta): -0.3213 / -0.3172 hartree

XYZ file:
```
8
Properties=species:S:1:pos:R:3:forces:R:3
C 1.00687 -0.86266 0.06638 1.415 1.661 -0.874
C -0.73152 1.08935 -0.05041 1.329 -1.059 1.490
F 1.36365 -0.77534 1.35942 -0.017 -0.099 -0.227
F -0.14894 1.75300 -1.01435 -0.191 0.666 -0.208
F -0.77722 1.82891 1.09859 0.193 -0.714 -1.446
I -0.18194 -2.49702 -0.34575 0.543 -0.459 -0.101
I -2.50499 0.11542 -0.48099 -0.673 0.523 -0.134
H 1.97409 -0.65166 -0.63287 -2.598 -0.519 1.499
```
Positions in Å, forces in eV/Å.

Want to see where the charge sits? The Mulliken charges in e are: -0.232 0.215 -0.177 -0.157 -0.204 0.131 0.142 0.282



(7)
Entry from the OMol25 dataset: a single C2HF3I2 molecule (the ωB97M-V functional and the def2-TZVPD basis).

Properties
* spin multiplicity: 3
* LUMO energy (alpha / beta): 0.3 / -4.0 eV
* E_HOMO (alpha / beta): -0.2400 / -0.3671 hartree

XYZ file:
```
8
Properties=species:S:1:pos:R:3:forces:R:3
C -0.48307 0.56894 -0.29012 3.410 -0.630 2.624
C 0.59098 -0.46641 0.24246 -1.320 1.068 1.674
F -0.22641 1.12803 -1.46287 0.470 0.384 -0.852
F 0.32621 -1.72872 -0.12922 0.104 0.047 -0.490
F 0.46731 -0.54091 1.68610 0.179 0.597 -2.454
I -2.58294 -0.29079 -0.27907 -3.230 -1.363 -0.091
I 2.61833 0.04325 -0.29225 -0.085 -0.116 0.099
H -0.71041 1.28662 0.52497 0.472 0.012 -0.509
```
Positions in Å, forces in eV/Å.

Want to see where the charge sits? The Mulliken charges in e are: -0.386 0.422 -0.251 -0.198 -0.264 0.208 0.065 0.404



(8)
Entry from the OMol25 dataset: 2 unconnected molecules or ions with the total composition C2HF3IOP (the ωB97M-V functional and the def2-TZVPD basis).

Properties
* spin multiplicity: 1
* LUMO energy: -0.8 eV
* E_HOMO: -0.3337 hartree

XYZ file:
```
9
Properties=species:S:1:pos:R:3:forces:R:3
C -0.05973 -0.22588 1.17982 -2.286 1.278 -2.892
C 0.75433 -1.30655 1.77474 3.676 -1.470 1.600
O 0.10031 0.94302 1.32588 -0.320 -1.865 -0.032
F 2.10887 -1.06841 1.58789 -1.394 -0.254 -0.874
F 0.49414 -2.55916 1.30806 -0.027 1.642 0.502
F 0.67186 -1.26671 3.10836 -1.090 -0.500 -0.029
P -1.76829 -1.35078 -0.22940 1.239 1.123 0.177
I -2.96735 0.60165 -1.00266 -0.168 0.259 0.293
H -1.21104 -1.37041 -1.59007 0.371 -0.213 1.254
```
Positions in Å, forces in eV/Å.

Want to see where the charge sits? The Mulliken charges in e are: -0.045 0.952 -0.310 -0.239 -0.220 -0.220 -0.008 -0.027 0.118



(9)
Entry from the OMol25 dataset: a gas-phase ion, C2HF3NOS (charge -1) (the ωB97M-V functional and the def2-TZVPD basis).

Properties
* spin multiplicity: 1
* LUMO energy: 3.8 eV
* SMILES string: [O-]C(=S)NC(F)(F)F
* E_HOMO: -0.1352 hartree
* total charge: -1

XYZ file:
```
9
Properties=species:S:1:pos:R:3:forces:R:3
C 0.06280 -0.05913 -1.66419 1.362 -0.492 -0.912
C -1.21742 -1.07942 0.01179 -1.769 0.578 -0.107
N -0.20609 -1.25669 -0.87540 3.343 -0.418 1.081
O -0.80756 0.39110 -2.36172 -1.039 0.416 -0.028
F -1.16538 -1.95674 0.98445 0.059 -1.629 1.206
F -1.34285 0.11730 0.69376 0.354 -0.027 -0.720
F -2.41189 -1.22955 -0.63189 -0.086 0.139 0.433
S 1.70797 0.37824 -1.59606 0.647 0.323 0.104
H 0.75704 -1.57092 -0.41791 -2.871 1.111 -1.057
```
Positions in Å, forces in eV/Å.

Want to see where the charge sits? The Mulliken charges in e are: 0.343 0.796 -0.414 -0.566 -0.282 -0.300 -0.274 -0.587 0.284



(10)
Entry from the OMol25 dataset: 2 unconnected molecules or ions with the total composition C2HF3O (the ωB97M-V functional and the def2-TZVPD basis).

Properties
* spin multiplicity: 3
* LUMO energy (alpha / beta): 0.5 / -2.1 eV
* E_HOMO (alpha / beta): -0.2833 / -0.5060 hartree

XYZ file:
```
7
Properties=species:S:1:pos:R:3:forces:R:3
C -0.02094 -0.72055 -0.08699 -1.174 1.239 0.512
C -0.11301 -0.04689 -1.21166 1.136 -0.956 -1.347
O 0.00859 -1.53908 0.75593 0.531 -1.397 1.192
F -0.21304 1.16416 2.02428 -0.127 0.307 0.015
F 0.42779 -0.60970 -2.33926 -0.720 1.317 -0.024
F -0.55163 1.17083 -1.39421 0.250 -0.283 -0.456
H 0.46223 0.58123 2.25191 0.104 -0.226 0.109
```
Positions in Å, forces in eV/Å.

Want to see where the charge sits? The Mulliken charges in e are: 0.498 0.202 -0.392 -0.385 -0.170 -0.138 0.386



For reference, max |F| by record: 0.0723, 0.0506, 0.0617, 0.0926, 0.1158, 0.0592, 0.0846, 0.0830, 0.0688, 0.0390 hartree/bohr.
For reference, energy above the lowest of the compared OMol25 structures with the same formula, charge and spin by record: 0.968, 1.097, 2.984, 0.000, 1.849, 3.459, 1.070, 1.252, 0.053, 0.000 eV.
For reference, electronic energy by record: -1136.0520, -926.6118, -649.3398, -481.5514, -900.4433, -971.6409, -971.6310, -1090.6387, -904.6942, -451.4994 Ha.